# C2H5FLiNO4PS2

C2H5FLiNO4PS2 as an isolated structure (wB97M-V/def2-TZVPD, the OMol25 dataset).

```
17
Properties=species:S:1:pos:R:3
O 2.699 -0.438 1.016
C 1.974 0.243 0.369
O 2.298 0.717 -0.863
C 0.603 0.728 0.846
N -0.437 0.220 -0.105
P -1.957 1.166 -0.128
S -2.282 2.074 -1.760
S -0.592 -1.398 0.052
O 0.579 -2.018 -0.514
O -1.031 -1.824 1.321
F -1.722 -1.617 -0.978
H 1.564 0.618 -1.484
H 0.599 1.817 0.769
H 0.421 0.450 1.885
H -1.717 1.943 1.010
H -2.887 0.206 0.279
Li 1.890 -2.889 -1.715
```

Properties
* E_LUMO: -4.62 eV
* Kohn-Sham gap: 8.22 eV
* charge: +1
* HOMO energy: -12.8 eV
* multiplicity: 1
* DFT total energy: -1679.84371 Eh

Formally, the Mulliken partial charges of the atoms, in units of the elementary charge, are as follows: -0.458, 0.318, -0.494, -0.591, 0.039, 0.146, -0.268, 0.974, -0.536, -0.479, -0.181, 0.384, 0.486, 0.427, 0.141, 0.135, 0.958